The following is a DFT calculation (wB97M-V/def2-TZVPD) of 2 unconnected molecules or ions with the total composition C14H16 in a non-equilibrium geometry.

Results
- SMILES: Cc1ccccc1.Cc1ccccc1
- Maximum force: 4.7 eV/Å
- E_tot: -542.931370 Ha
- ΔE to the lowest compared entry with this formula, charge and spin: 88.8 kcal per mole
- LUMO: 0.819 eV
- Gap between HOMO and LUMO: 9.5 eV

Cartesian coordinates (Å):
C  1.29447  -0.48333  -3.68548
C  0.38071  -1.43263  -3.03841
C  -0.95560  -1.20575  -3.24435
C  -1.92619  -2.12631  -2.99778
C  -1.60285  -3.39994  -2.47271
C  -0.21916  -3.64076  -2.29118
C  0.79272  -2.54999  -2.39651
H  2.44804  -0.47284  -3.40393
H  1.10640  0.56332  -3.52761
H  1.19292  -0.62836  -4.74011
H  -1.19832  -0.30248  -3.90765
H  -2.95688  -1.94153  -2.85291
H  -2.37023  -4.11160  -2.01122
H  0.23106  -4.60209  -2.39125
H  1.80595  -2.53156  -1.96388
C  1.29471  3.63889  3.44360
C  0.67489  2.40038  3.04648
C  0.73170  1.73687  1.73417
C  -0.22369  0.73900  1.63106
C  -0.90386  0.10826  2.67833
C  -0.91071  0.84634  3.81172
C  -0.11696  1.97161  4.07900
H  1.99172  4.00564  2.71146
H  1.76366  3.64363  4.48153
H  0.61913  4.47873  3.59977
H  1.31950  2.29330  1.00648
H  -0.70475  0.74907  0.63472
H  -1.60368  -0.74619  2.47812
H  -1.49608  0.41826  4.62238
H  -0.45861  2.58202  4.96618